No. 1
DFT (ωB97M-V with the def2-TZVPD basis set) results for a molecular structure, C7H20N2O12Zr.

Results
* charge: +2
* E_LUMO: -0.3244 Eh
* Kohn-Sham gap: 0.17537 hartree
* electronic energy: -36389.497 eV
* energy relative to the best compared isomer or geometry (same formula, charge and spin): 299.0 kcal/mol

```
42
Properties=species:S:1:pos:R:3:forces:R:3:nbo_charge:R:1
Zr 1.33180 -1.07037 1.73875 0.45 0.03 0.55 1.834
C -3.96403 0.00586 -4.08039 -2.97 0.07 -1.18 -0.014
C -5.24108 0.07907 -3.43074 -2.70 1.85 0.36 0.358
C -5.27143 -0.34848 -1.87571 -5.50 0.74 0.13 0.336
O -6.42129 -0.34473 -1.31451 4.17 -0.09 -1.75 -0.409
C -4.05330 -0.61567 -1.20166 -1.75 -0.33 -1.72 -0.087
C -2.91394 -0.78143 -1.99572 4.27 0.19 3.74 0.330
C -2.86841 -0.46484 -3.45457 5.47 -0.17 -0.77 0.297
O -1.78631 -0.36782 -4.13612 -2.05 -0.81 2.41 -0.419
O -1.85624 -0.93212 -1.27249 -1.55 -0.16 -2.63 -0.547
O -6.23277 0.60805 -3.98120 2.61 -1.80 1.66 -0.361
H -3.84616 0.21108 -5.13414 -0.24 0.32 -0.13 0.268
H -4.08745 -0.79126 -0.13657 0.35 0.16 0.03 0.253
C 1.46118 3.56651 -1.87851 -1.01 -0.87 1.43 0.759
O 1.49087 2.56471 -1.17627 0.77 -0.67 0.86 -0.729
N 1.72640 4.79706 -1.49352 1.66 2.68 2.66 -0.827
N 0.92289 3.60008 -3.05088 -1.58 -0.69 -4.72 -0.802
H 1.84172 5.59394 -2.10326 -0.08 -0.37 0.12 0.403
H 1.94248 4.93423 -0.51649 0.16 0.09 -0.34 0.397
H 0.80939 4.48402 -3.52614 -0.08 -0.44 -0.06 0.392
H 0.61444 2.76729 -3.53195 0.22 0.15 0.22 0.410
O 1.59474 -0.76726 4.95625 -0.05 -0.06 -1.00 -0.977
H 1.22902 -0.02314 5.43454 -0.12 0.37 0.09 0.499
H 1.72762 -1.43995 5.62413 0.10 -0.38 0.14 0.503
O 4.41851 -2.43773 2.62266 -0.75 0.33 -0.21 -0.971
H 5.01555 -2.15972 3.31727 0.17 0.16 0.25 0.495
H 4.69053 -3.33189 2.41602 0.08 -0.30 -0.17 0.495
O 3.03518 -1.52819 -1.12686 -0.41 0.07 0.92 -0.977
H 2.98591 -2.19044 -1.81623 -0.12 -0.30 -0.16 0.500
H 3.47379 -0.78424 -1.53966 0.11 0.41 -0.09 0.503
O -0.70528 1.41115 2.47625 0.64 -0.77 -0.13 -0.977
H -0.41211 2.27712 2.75976 0.23 0.32 -0.01 0.500
H -1.65125 1.41832 2.62228 -0.36 -0.15 -0.02 0.502
O 1.39114 -4.31386 1.01055 -0.08 0.94 0.15 -0.978
H 1.74236 -5.08862 1.44943 0.16 -0.19 0.30 0.502
H 1.06138 -4.64097 0.17360 -0.14 -0.06 -0.35 0.498
O 3.36420 1.36399 2.26544 -0.68 -0.73 -0.08 -0.980
H 3.36919 2.25417 1.91360 -0.16 0.29 -0.36 0.506
H 4.19822 1.28422 2.72834 0.26 -0.17 0.20 0.498
O -1.12185 -2.68967 3.25143 0.64 0.48 -0.45 -0.979
H -1.55405 -2.58595 4.09919 -0.07 0.18 0.33 0.500
H -1.45159 -3.52264 2.91427 -0.05 -0.30 -0.23 0.499
```
Positions in Å, forces in eV/Å.

No. 2
DFT (ωB97M-V with the def2-TZVPD basis set) results for 2 unconnected molecules or ions with the total composition C4H9NO3.

Results
* expectation value of S²: 2.007
* spin multiplicity: 3
* E_LUMO (alpha / beta): 0.0319 / -0.0249 Eh
* Kohn-Sham gap (alpha / beta): 0.24852 / 0.33506 hartree
* electronic energy: -11917.613 eV
* energy relative to the best compared isomer or geometry (same formula, charge and spin): 94.4 kcal/mol

```
17
Properties=species:S:1:pos:R:3:forces:R:3:nbo_charge:R:1
C -1.69334 -0.80363 0.80400 1.57 0.76 -0.24 -0.160
C -0.40205 -0.23604 0.37961 -1.48 -0.31 0.44 0.362
C 1.30037 -1.90304 -0.01357 -1.07 -0.46 -0.30 -0.249
C 0.39692 0.95928 -1.98873 -0.34 1.25 5.02 -0.245
N 0.60247 -0.83808 -0.34266 -3.28 3.24 -1.95 -0.165
O -1.55791 0.24122 -0.25905 -0.01 -1.51 1.40 -0.466
O 0.45223 1.97227 2.18940 1.15 -0.41 0.59 -0.928
O 1.14624 -0.05134 -1.33841 2.24 0.01 -0.79 -0.375
H -2.04225 -1.79928 0.66406 -0.02 -0.68 -1.59 0.198
H -2.05828 -0.55361 1.76160 -0.44 1.33 0.87 0.184
H 2.21596 -1.95828 -0.37336 4.01 -0.50 -1.68 0.184
H -0.29170 2.46841 1.91054 -1.12 0.84 -0.45 0.463
H 1.01205 -2.36298 0.82088 -0.97 -1.82 3.17 0.171
H 0.19088 1.82561 -1.22001 -0.34 -1.71 -1.58 0.182
H -0.36196 0.57897 -2.55402 -2.90 -0.99 -0.71 0.183
H 0.96965 1.38629 -2.69668 2.94 1.20 -2.09 0.195
H 0.12073 1.07423 2.25640 0.05 -0.24 -0.10 0.464
```
Positions in Å, forces in eV/Å.

No. 3
DFT (ωB97M-V with the def2-TZVPD basis set) results for 2 unconnected molecules or ions with the total composition CHN4O3S2.

Results
* charge: -1
* E_LUMO (alpha / beta): 0.0360 / 0.0360 Eh
* Kohn-Sham gap (alpha / beta): 0.20668 / 0.20673 hartree
* electronic energy: -34823.105 eV
* energy relative to the best compared isomer or geometry (same formula, charge and spin): 80.6 kcal/mol

```
11
Properties=species:S:1:pos:R:3:forces:R:3:nbo_charge:R:1
C 0.61500 0.86751 -0.62757 -1.09 -2.16 0.92 0.195
N 0.40382 2.93819 -0.29620 -0.17 1.17 0.45 -0.095
N 0.93018 2.03820 -1.12520 0.54 -1.36 -0.97 -0.398
N -0.11290 1.07734 0.50513 0.58 0.63 -0.80 -0.451
N -0.21846 2.39953 0.67747 -0.38 -0.13 0.60 -0.091
O 1.31878 -2.24313 0.20868 -0.82 0.99 -0.41 -0.882
O 0.04967 -2.29261 -1.90385 -0.11 0.92 0.68 -0.892
O -1.24152 -1.91584 0.21630 1.47 0.34 -2.45 -0.803
S -1.44460 -1.57371 1.79933 -0.12 0.35 1.62 -0.138
S 0.23896 -1.70256 -0.59622 0.31 -0.61 0.12 2.122
H -0.53892 0.40710 1.14212 -0.20 -0.13 0.25 0.432
```
Positions in Å, forces in eV/Å.

No. 4
DFT (ωB97M-V with the def2-TZVPD basis set) results for a molecular structure, C36H48AuN4.

Results
* expectation value of S²: 2.019
* charge: +1
* spin multiplicity: 3
* E_LUMO (alpha / beta): -0.0692 / -0.0960 Eh
* Kohn-Sham gap (alpha / beta): 0.22166 / 0.29714 hartree
* electronic energy: -47754.604 eV
* energy relative to the best compared isomer or geometry (same formula, charge and spin): 0.0 kcal/mol

```
89
Properties=species:S:1:pos:R:3:forces:R:3:mulliken_charge:R:1
Au -0.89388 -0.21883 -0.56589 -1.26 -0.94 0.71 1.526
C 6.10100 -1.41717 -0.77823 -0.84 -0.99 -0.45 -2.160
C 5.04797 -2.52168 -0.54880 0.87 -0.88 1.30 2.079
C 5.13217 -3.45249 -1.76116 -0.22 -0.33 0.06 -1.755
C 5.51974 -3.38590 0.69821 -0.52 0.35 -0.58 -1.594
C 3.60743 -2.00354 -0.35119 -0.42 -1.40 0.27 0.313
C 2.48183 -2.92105 -0.09643 2.04 0.07 -0.36 -1.380
C 1.22815 -2.41952 -0.07460 0.63 1.06 0.36 -0.409
N 0.91396 -1.09005 -0.19308 1.84 0.27 -0.51 -0.324
C 2.00004 -0.17979 -0.42581 -2.55 -1.78 0.12 0.083
C 3.28616 -0.69017 -0.44657 1.95 0.65 -0.36 0.372
C 1.62067 1.11170 -0.78372 0.19 1.72 0.25 -0.137
C 2.57536 2.18371 -0.97652 -0.50 -0.97 -0.10 -0.219
C 2.14018 3.42492 -1.30140 0.16 -0.02 0.35 0.550
C 0.75300 3.61228 -1.51992 0.19 1.24 -0.14 -0.940
C -0.12761 2.64739 -1.23860 -0.40 -1.24 0.62 -0.877
N 0.25988 1.40495 -0.82603 1.42 0.67 -0.56 -0.393
C 3.03141 4.63367 -1.40407 0.55 0.03 -1.26 1.906
C 3.09805 4.95413 -2.91938 0.96 0.67 -0.04 -1.494
C 4.48385 4.39175 -1.00380 0.25 0.57 -0.18 -2.037
C 2.46448 5.78389 -0.59783 0.92 0.40 0.62 -1.663
H 7.08606 -1.82737 -0.62965 0.35 -0.19 0.06 0.438
H 5.95872 -0.61438 -0.10703 0.03 1.00 0.78 0.588
H 6.03933 -1.06870 -1.80056 0.00 0.33 -0.27 0.403
H 6.14481 -3.68079 -2.08141 0.37 0.30 0.30 0.452
H 4.66768 -2.94373 -2.57434 -0.51 0.15 -0.91 0.455
H 4.68322 -4.43612 -1.62695 -0.42 0.12 0.17 0.368
H 6.36780 -4.00928 0.40834 -0.12 -0.03 -0.12 0.434
H 4.70988 -4.02782 1.05160 0.11 -0.08 -0.08 0.336
H 5.85999 -2.80554 1.54730 -0.11 0.44 0.11 0.385
H 2.66336 -4.00598 0.07655 -0.28 1.04 -0.27 0.377
H 0.46713 -3.10278 0.15534 -1.30 -0.52 0.00 0.571
H 4.10213 0.02272 -0.62345 -0.47 -0.35 0.02 -0.049
H 3.63736 1.96576 -0.91603 -0.25 0.07 0.25 0.306
H 0.42046 4.58986 -1.84967 -0.22 -0.20 0.10 0.423
H -1.19603 2.78771 -1.22537 -0.14 0.17 -0.35 0.378
H 3.59695 4.10161 -3.43755 -0.61 0.65 0.12 0.393
H 3.72283 5.86739 -3.08920 -0.35 -0.70 0.16 0.424
H 2.12380 5.19040 -3.33321 -0.18 -0.28 -0.20 0.339
H 4.90812 3.68651 -1.70998 0.32 -0.31 0.12 0.451
H 4.63403 4.05646 0.01942 -0.10 -0.11 0.10 0.410
H 5.05137 5.33920 -1.13901 -0.37 -0.57 0.14 0.419
H 1.53211 6.16055 -0.97858 -0.40 0.17 -0.12 0.357
H 3.20492 6.61903 -0.57846 -0.61 -0.54 0.00 0.406
H 2.32221 5.42058 0.42765 -0.08 0.34 -0.05 0.386
C -4.74352 -0.86372 1.28410 0.57 -0.77 -1.46 -1.407
N -4.40425 0.38291 1.95007 -1.56 0.51 1.25 0.280
C -5.66877 1.04618 2.37388 0.23 0.94 0.11 -0.826
C -3.46788 1.28670 1.16922 0.14 0.15 1.66 -0.651
C -3.62952 1.27471 -0.32061 0.10 0.25 1.49 1.165
C -4.68616 1.97220 -0.86360 -0.39 0.99 -2.76 -0.442
C -4.82692 2.06638 -2.29018 0.97 -1.29 1.71 -0.993
C -3.95559 1.30552 -3.06406 0.68 -0.14 -0.56 -0.702
C -2.90468 0.58110 -2.48048 0.45 1.05 0.32 -0.348
C -2.66959 0.64364 -1.08910 0.18 -0.96 -1.68 -0.685
H -5.42426 -1.42941 1.91360 0.15 -0.14 0.01 0.466
H -3.79484 -1.39045 1.07090 -0.75 -0.01 0.18 0.570
H -5.22543 -0.64046 0.30491 0.25 -0.12 0.76 0.374
H -6.32217 0.37168 2.93299 0.16 -0.17 -0.44 0.334
H -6.14565 1.45763 1.47237 -0.07 -0.11 0.58 0.294
H -5.36843 1.81802 3.09366 -0.30 0.20 -0.44 0.394
H -2.54294 0.84358 1.50159 0.78 0.10 -0.53 -0.055
H -3.51884 2.26718 1.70949 -0.17 -0.57 -0.85 0.572
H -5.31896 2.61468 -0.26927 -0.10 -0.14 0.26 0.421
H -5.54246 2.69337 -2.76365 -0.60 0.37 -0.08 0.466
H -3.95170 1.32927 -4.16982 -0.40 0.10 0.75 0.336
H -2.10892 0.18578 -3.13578 -0.70 -0.08 0.31 0.435
C -2.55613 -2.90438 4.15514 -0.64 0.36 1.41 -1.046
N -1.91293 -1.83650 3.46751 0.35 1.48 -0.78 0.586
C -2.22064 -0.54894 3.80129 -0.02 0.72 -0.33 -1.371
C -1.05696 -2.05015 2.28613 -0.20 -1.06 0.59 -1.769
C -1.76723 -2.59525 1.03915 0.20 0.40 -0.40 1.095
C -2.24108 -3.90097 1.15846 0.25 -0.66 0.38 -0.725
C -2.91356 -4.56408 0.14810 -0.51 -0.50 0.07 -0.865
C -3.16978 -3.88304 -1.04338 0.54 -0.02 0.62 -1.038
C -2.62895 -2.62391 -1.21232 0.82 0.43 0.74 -0.596
C -1.87706 -1.95218 -0.22024 -0.72 -0.73 0.58 0.752
H -2.73175 -2.55533 5.23068 -0.10 -0.59 -1.51 0.341
H -1.90239 -3.75434 4.21641 0.34 -0.49 -0.03 0.343
H -3.48632 -3.21515 3.65039 0.10 0.06 0.39 0.322
H -2.75637 -0.38211 4.72742 0.23 -0.04 0.11 0.557
H -3.93740 0.15974 2.88388 0.48 -0.21 -1.08 0.295
H -1.57305 0.25401 3.39726 -0.40 -0.66 0.43 0.407
H -0.40952 -2.86411 2.63034 0.44 0.19 -0.29 0.439
H -0.45682 -1.14922 2.14858 -0.15 -0.16 -0.23 0.653
H -1.98666 -4.48395 2.05721 -0.25 0.41 -0.36 0.340
H -3.21946 -5.61158 0.33952 0.11 0.81 -0.40 0.366
H -3.68464 -4.29896 -1.88456 -0.29 -0.47 -0.12 0.476
H -2.72191 -2.18955 -2.17812 -0.15 0.51 -0.60 0.541
```
Positions in Å, forces in eV/Å.

No. 5
DFT (ωB97M-V with the def2-TZVPD basis set) results for a single C2H4N2S2 molecule.

Results
* SMILES: NC(=S)NC=S
* E_LUMO: -0.0410 Eh
* Kohn-Sham gap: 0.28194 hartree
* electronic energy: -26787.012 eV
* energy relative to the best compared isomer or geometry (same formula, charge and spin): 69.2 kcal/mol

```
10
Properties=species:S:1:pos:R:3:forces:R:3:nbo_charge:R:1
N -0.60587 -0.67773 -1.22877 -1.96 3.02 3.88 -0.815
C 0.52654 -0.69783 -0.40564 -1.50 -2.69 -5.08 0.251
S 1.80030 -1.61001 -0.86544 1.03 -0.48 -0.37 -0.194
N 0.56994 -0.05157 0.71717 -1.61 3.61 2.72 -0.629
C -0.41883 0.93787 1.06267 1.12 0.83 -0.16 -0.091
S 0.04043 1.99915 2.27112 -1.52 -1.18 -1.62 0.017
H -0.51646 -1.02201 -2.19448 -0.32 0.46 0.98 0.443
H -1.49914 0.05409 -0.69799 3.36 -3.49 -3.43 0.365
H 1.55533 0.03846 1.08277 -1.73 -0.06 -0.01 0.460
H -1.45224 1.02958 0.25860 3.13 -0.02 3.08 0.192
```
Positions in Å, forces in eV/Å.

No. 6
DFT (ωB97M-V with the def2-TZVPD basis set) results for a gas-phase ion, C5H10N (charge +1).

Results
* charge: +1
* E_LUMO: -0.2218 Eh
* Kohn-Sham gap: 0.29655 hartree
* electronic energy: -6825.408 eV
* energy relative to the best compared isomer or geometry (same formula, charge and spin): 110.6 kcal/mol

```
16
Properties=species:S:1:pos:R:3:forces:R:3:nbo_charge:R:1
C -0.41922 1.25720 -0.24968 2.14 -0.89 0.25 0.406
C -1.53479 0.69839 -0.24201 -3.99 1.65 -1.38 -0.327
C 0.99909 1.54938 0.16813 -2.71 -2.56 0.94 -0.283
C -2.33212 -0.43642 0.30868 2.74 1.71 3.40 -0.580
C 1.91402 -0.84670 -0.40244 -1.32 -0.32 -0.54 -0.437
N 1.41279 0.16104 0.51244 -1.06 3.39 0.14 -0.477
H -2.39439 1.31336 -0.73378 1.87 -0.01 0.16 0.367
H 1.57144 1.92872 -0.54946 2.35 1.68 -3.10 0.241
H 0.82181 2.27274 0.94076 0.94 -0.10 1.08 0.263
H -2.37581 -1.16715 -0.35633 -0.45 -3.28 -3.03 0.247
H -3.26886 -0.19357 0.72319 -1.09 0.70 0.10 0.258
H -1.68387 -0.73591 1.11755 -0.20 -0.86 0.54 0.226
H 1.16711 -0.90282 -1.28929 0.86 -1.01 1.53 0.207
H 2.74222 -0.36864 -0.92855 0.68 -0.66 0.52 0.229
H 2.12598 -1.81838 0.26174 -0.40 2.17 -2.12 0.271
H 0.90381 -0.01401 1.32541 -0.37 -1.60 1.53 0.390
```
Positions in Å, forces in eV/Å.